[1]
Here is C31H41AsKNO2 as an isolated structure from the OMol25 dataset. Energies are from wB97M-V/def2-TZVPD.

Last column: Mulliken charge in e.
Atoms and positions in Å:
K1 0.9412 1.0533 -2.5663  1.072
C1 -0.8046 5.5164 -1.6950  -0.632
C2 -1.3903 5.3005 -3.0996  -0.586
C3 -1.3560 3.7885 -3.2278  -0.515
O1 -0.1237 3.4174 -2.6075  -0.173
C4 0.0248 4.2450 -1.4404  -0.360
H1 -1.5982 5.6037 -0.9535  0.292
H2 -0.1987 6.4185 -1.6391  0.304
H3 -0.7474 5.7433 -3.8610  0.279
H4 -2.3908 5.7147 -3.2107  0.323
H5 -1.3428 3.4231 -4.2537  0.361
H6 -2.1978 3.3292 -2.6952  0.258
H7 1.0885 4.4428 -1.3147  0.333
H8 -0.3350 3.6997 -0.5641  0.159
C5 -6.3524 0.3937 0.2498  -1.577
C6 -4.9379 -0.1169 0.2151  0.395
C7 -4.4604 -1.0032 1.1656  -0.975
C8 -3.1455 -1.4620 1.1576  0.837
C9 -2.8011 -2.5108 2.1894  -1.499
C10 -2.2336 -0.9859 0.1965  -0.143
As1 -0.3661 -1.6497 0.1811  1.290
N1 0.5599 -0.1226 -0.2806  -0.489
C11 1.8988 -0.1986 -0.1323  0.493
C12 2.6939 0.9732 -0.3363  -0.488
C13 4.0795 0.9592 -0.3308  -0.510
C14 4.7923 -0.2095 -0.0842  -0.668
C15 4.0551 -1.3563 0.1993  -0.838
C16 2.6722 -1.3595 0.1818  -0.230
C17 0.0447 -1.6698 2.1241  0.751
C18 -0.0725 -0.5392 2.9409  0.387
C19 -0.6064 0.7938 2.4684  -1.525
C20 0.2811 -0.6279 4.2888  -1.102
C21 0.7581 -1.7997 4.8483  0.890
C22 1.1453 -1.8766 6.3009  -1.590
C23 0.8755 -2.9136 4.0238  -0.981
C24 0.5282 -2.8679 2.6816  0.688
C25 0.6627 -4.1389 1.8759  -1.646
C26 -2.7369 -0.1642 -0.8272  0.974
C27 -1.9435 0.3186 -2.0187  -1.160
C28 -4.0638 0.2579 -0.7922  -0.943
H9 -6.9723 -0.2079 0.9144  0.350
H10 -6.8028 0.3765 -0.7440  0.372
H11 -6.3877 1.4253 0.6075  0.298
H12 -5.1354 -1.3727 1.9317  0.362
H13 -3.7081 -3.0344 2.4926  0.572
H14 -2.3462 -2.0744 3.0796  0.264
H15 -2.1040 -3.2557 1.8086  0.034
H16 2.1974 1.9348 -0.4287  0.671
H17 4.6081 1.8929 -0.4903  0.424
H18 5.8739 -0.2139 -0.0622  0.379
H19 4.5676 -2.2815 0.4421  0.379
H20 2.1731 -2.2914 0.4076  0.173
H21 -0.7085 0.8380 1.3907  -0.305
H22 0.0715 1.5950 2.7726  0.504
H23 -1.5772 0.9936 2.9310  0.404
H24 0.1820 0.2555 4.9133  0.326
H25 1.0083 -0.9159 6.7965  0.358
H26 2.1917 -2.1674 6.4119  0.337
H27 0.5434 -2.6187 6.8292  0.330
H28 1.2487 -3.8444 4.4411  0.358
H29 1.0678 -4.9385 2.4961  0.439
H30 1.3162 -4.0155 1.0119  0.255
H31 -0.2975 -4.4762 1.4805  0.278
H32 -1.2495 -0.4178 -2.4284  0.386
H33 -1.3986 1.2243 -1.7535  -0.184
H34 -2.6472 0.5760 -2.8134  0.506
H35 -4.4289 0.8918 -1.5961  0.331
C29 3.3498 -2.0289 -3.3558  -0.617
C30 3.2518 -0.8801 -4.3135  0.859
C31 4.4773 -0.4997 -5.0952  -1.238
O2 2.2302 -0.2207 -4.3977  -0.679
H36 4.0729 -2.7796 -3.6694  0.447
H37 2.3686 -2.4726 -3.1976  0.292
H38 3.6857 -1.6232 -2.3930  -0.113
H39 4.9967 -1.3758 -5.4817  0.370
H40 5.1626 -0.0043 -4.3998  0.291
H41 4.2219 0.1882 -5.8966  0.330

Results
Energy   -115561.48237 eV
M   573.694 g/mol
Maximum force   0.3 eV/A
Lowest unoccupied orbital energy   0.04 eV
Kohn-Sham gap   6.07 eV
Relative energy (zero: lowest compared OMol25 entry of this formula, charge and spin)   1.64 kcal per mole

***

[2]
Here is an isolated ion of composition C5H9NO2 and charge +1 from the OMol25 dataset. Energies are from wB97M-V/def2-TZVPD.

Last column: Löwdin spin population.
Atoms and positions in Å:
O1 -1.5514 3.4778 -0.3615  0.001
C1 -1.3521 2.3235 -0.5880  0.001
O2 -1.9822 1.6335 -1.5596  0.001
C2 -0.4068 1.4585 0.2178  0.009
C3 -0.4286 -0.0343 -0.1708  0.077
C4 0.5439 -0.7932 0.6416  0.411
C5 1.1062 -1.9696 0.1436  0.160
N1 1.9289 -2.7186 0.8323  0.273
H1 -2.5477 2.2636 -2.0517  0.000
H2 0.5959 1.8560 0.0637  0.000
H3 -0.6919 1.5834 1.2657  0.000
H4 -0.1731 -0.1115 -1.2296  0.010
H5 -1.4286 -0.4748 -0.0522  0.033
H6 0.7150 -0.4169 1.6449  0.014
H7 0.8753 -2.2516 -0.8709  0.001
H8 2.2980 -2.4103 1.7240  0.004
H9 2.4992 -3.4155 0.3508  0.005

Results
Energy   -10908.34182 eV
2S+1   2
M   115.132 g/mol
Maximum force   1.1 eV/A
Lowest unoccupied orbital energy (spin up / spin down)   -3.89 / -7.25 eV
<S²>   0.7595
Kohn-Sham gap (spin up / spin down)   9.80 / 6.45 eV
Total charge   +1
Relative energy (zero: lowest compared OMol25 entry of this formula, charge and spin)   4.29 kcal per mole